Here is a cluster of 2 separate species, C4H7ClSe in total from the Open Molecules 2025 dataset. Energies are from wB97M-V/def2-TZVPD.

Geometry as ORCA input:
```
! RIJCOSX wB97M-V def2-TZVPD def2/J DEFGRID3
* xyz 0 1
H 0.154 2.769 -1.434
H 2.334 -0.276 0.754
Se 0.298 -1.556 1.013
Cl -1.236 1.129 1.608
C -0.904 1.569 -0.003
H 0.008 3.362 0.315
H -0.458 -2.957 -0.948
H -1.178 0.807 -0.663
C -0.166 2.638 -0.387
H 1.859 -0.908 -0.891
C -0.783 -2.639 0.026
H -1.690 -3.015 0.379
C 1.761 -0.921 0.231
*
```

Summary:
Largest force on an atom in eV Å⁻¹: 4.91

Here is a structure of composition C4H7CuO2 from the Open Molecules 2025 dataset. Energies are from wB97M-V/def2-TZVPD.

Geometry as ORCA input:
```
! RIJCOSX wB97M-V def2-TZVPD def2/J DEFGRID3
* xyz 0 1
C 0.208 0.786 -1.663
C 0.435 -0.127 -0.475
H 1.147 0.921 2.214
H -0.669 1.445 -1.522
H 0.035 0.216 -2.589
H 1.091 1.430 -1.794
C 0.596 0.254 1.531
C -1.277 -1.512 0.835
H 1.475 -0.477 -0.485
H 1.594 -0.197 1.400
O -0.816 -0.897 -0.305
H -0.240 0.921 1.810
O -0.657 -1.180 1.883
Cu -2.924 -1.583 -0.840
*
```

Summary:
Largest force on an atom in eV Å⁻¹: 5.93
Energy above the lowest of the compared OMol25 structures with the same formula, charge and spin in kcal per mole: 176.51

Here is a structure of composition C4H7CuO2 from the Open Molecules 2025 dataset. Energies are from wB97M-V/def2-TZVPD.

Geometry as ORCA input:
```
! RIJCOSX wB97M-V def2-TZVPD def2/J DEFGRID3
* xyz 0 1
H 2.798 -0.402 -1.320
C -2.269 -0.396 0.592
C 2.491 0.426 -0.651
H -2.852 -1.308 0.397
H 0.083 0.962 0.892
H -2.935 0.461 0.413
O 0.107 -1.008 0.155
O 1.090 0.735 -1.025
H 3.057 1.311 -0.997
Cu 2.520 0.123 1.644
C 0.227 0.367 -0.057
H -1.967 -0.392 1.648
C -1.075 -0.332 -0.318
H -1.273 -0.546 -1.375
*
```

Summary:
Largest force on an atom in eV Å⁻¹: 2.24
Energy above the lowest of the compared OMol25 structures with the same formula, charge and spin in kcal per mole: 34.53

Here is a structure of composition C4H7EuO3 from the Open Molecules 2025 dataset. Energies are from wB97M-V/def2-TZVPD.

Geometry as ORCA input:
```
! RIJCOSX wB97M-V def2-TZVPD def2/J DEFGRID3
* xyz 0 9
Eu -0.016 2.132 0.076
H 3.130 0.409 0.909
H -0.943 -0.867 -1.256
O 1.904 1.771 -0.100
O 0.153 -0.213 0.367
C -2.181 0.157 0.209
H -3.086 -0.200 -0.320
H 1.286 -0.934 -1.240
H 2.463 -1.133 0.173
C -1.042 -0.795 -0.160
C 1.409 -0.567 -0.207
O -1.872 1.474 -0.117
H -2.388 0.045 1.293
H -1.189 -1.802 0.257
C 2.373 0.524 0.117
*
```

Summary:
Largest force on an atom in eV Å⁻¹: 6.98
Energy above the lowest of the compared OMol25 structures with the same formula, charge and spin in kcal per mole: 21.03
<S²>: 20.01

Here is the molecule C4H7F from the Open Molecules 2025 dataset. Energies are from wB97M-V/def2-TZVPD.

Geometry as ORCA input:
```
! RIJCOSX wB97M-V def2-TZVPD def2/J DEFGRID3
* xyz 0 1
C 0.231 0.711 0.272
H 0.381 1.788 0.628
H 0.415 1.108 -1.924
F -1.591 0.759 -1.561
H -1.073 -0.518 1.642
C -0.672 -0.476 0.657
H 1.079 -0.367 2.040
H 1.705 -0.914 -0.009
C 0.878 -0.434 0.748
C -0.158 0.383 -1.270
H 0.022 -0.780 -1.203
H -1.218 -1.260 -0.019
*
```

Summary:
SMILES: FCC1CC1
Largest force on an atom in eV Å⁻¹: 5.36
Energy above the lowest of the compared OMol25 structures with the same formula, charge and spin in kcal per mole: 84.89

Here is the molecule C4H7F from the Open Molecules 2025 dataset. Energies are from wB97M-V/def2-TZVPD.

Geometry as ORCA input:
```
! RIJCOSX wB97M-V def2-TZVPD def2/J DEFGRID3
* xyz 0 1
H -0.396 1.403 -0.696
H -2.117 -0.483 -0.119
C -0.102 0.447 -0.471
C 2.402 -0.055 -0.273
H -0.808 -1.460 0.440
H -1.277 0.133 1.359
H 0.173 -0.122 -1.487
F 3.584 0.017 0.362
H 1.260 0.730 1.370
C -1.072 -0.440 0.327
C 1.275 0.369 0.306
H 2.399 -0.409 -1.278
*
```

Summary:
SMILES: CC/C=C/F
Largest force on an atom in eV Å⁻¹: 6.73
Energy above the lowest of the compared OMol25 structures with the same formula, charge and spin in kcal per mole: 16.84

Here is a structure of composition C4H7F18LiNP3 from the Open Molecules 2025 dataset. Energies are from wB97M-V/def2-TZVPD.

Geometry as ORCA input:
```
! RIJCOSX wB97M-V def2-TZVPD def2/J DEFGRID3
* xyz -2 1
H 5.836 -17.091 17.460
F 13.173 -16.226 17.007
C 5.748 -16.335 19.438
F 9.122 -12.809 16.159
F 11.182 -11.973 16.516
F 9.949 -12.846 18.247
F 10.440 -10.608 18.166
P 9.728 -11.662 17.141
F 9.212 -14.455 13.565
F 11.448 -16.224 19.774
C 7.614 -15.981 17.760
F 11.808 -16.345 13.855
C 6.572 -15.714 20.573
F 11.285 -14.514 12.609
F 9.923 -16.384 12.552
Li 10.244 -14.396 16.746
F 11.692 -14.724 18.037
F 13.521 -15.555 19.163
H 6.001 -15.206 21.348
C 6.544 -16.849 18.251
F 8.272 -11.350 17.773
P 10.502 -15.398 13.712
F 11.054 -16.868 17.572
H 5.208 -17.168 19.907
H 7.181 -16.484 21.053
H 7.271 -14.989 20.145
N 8.436 -15.313 17.334
H 4.949 -15.637 19.173
F 9.723 -16.299 14.821
F 9.447 -10.505 16.060
H 7.060 -17.772 18.532
F 11.093 -14.446 14.917
P 12.284 -16.235 18.368
F 12.840 -17.705 18.746
*
```

Summary:
Largest force on an atom in eV Å⁻¹: 1.73
Energy above the lowest of the compared OMol25 structures with the same formula, charge and spin in kcal per mole: 0.00

Here is the molecule C4H7F2N from the Open Molecules 2025 dataset. Energies are from wB97M-V/def2-TZVPD.

Geometry as ORCA input:
```
! RIJCOSX wB97M-V def2-TZVPD def2/J DEFGRID3
* xyz 0 1
F 1.583 -1.286 0.429
H 1.558 1.775 -0.436
C -1.016 0.979 0.287
H -1.363 0.963 1.327
C 1.983 0.820 -0.326
N -0.296 -0.127 -0.271
H -1.839 -1.463 0.470
H -1.488 -1.688 -1.261
C -0.984 -1.373 -0.298
H -0.211 -2.266 -0.060
F 3.156 0.687 0.291
C 1.068 -0.154 -0.073
H -1.848 1.290 -0.328
H -0.302 1.840 0.248
*
```

Summary:
SMILES: CN(C)/C(F)=C/F
Largest force on an atom in eV Å⁻¹: 4.11
Energy above the lowest of the compared OMol25 structures with the same formula, charge and spin in kcal per mole: 38.11

Here is the molecule C4H7F2N from the Open Molecules 2025 dataset. Energies are from wB97M-V/def2-TZVPD.

Geometry as ORCA input:
```
! RIJCOSX wB97M-V def2-TZVPD def2/J DEFGRID3
* xyz 0 1
F 2.630 -1.132 -0.409
F 2.817 0.938 -0.387
H 1.205 -0.745 1.915
C 1.176 0.121 1.194
H -1.170 -1.704 0.014
H 0.396 -1.424 -0.825
H 0.522 2.225 -0.483
H -0.562 1.446 -1.474
H 1.352 1.098 1.795
C -0.008 0.274 0.187
C 2.692 -0.125 0.447
N -0.087 1.410 -0.563
C -0.497 -0.952 -0.544
H -0.995 -0.811 -1.476
*
```

Summary:
Largest force on an atom in eV Å⁻¹: 2.54
Energy above the lowest of the compared OMol25 structures with the same formula, charge and spin in kcal per mole: 69.42

Here is a cluster of 2 separate species, C4H7F2N2 in total from the Open Molecules 2025 dataset. Energies are from wB97M-V/def2-TZVPD.

Geometry as ORCA input:
```
! RIJCOSX wB97M-V def2-TZVPD def2/J DEFGRID3
* xyz 1 1
H 2.147 1.925 -2.432
N 1.462 1.411 -1.941
H -2.480 0.672 1.305
C -1.667 0.037 1.527
C -0.470 -0.002 0.591
F 0.764 0.399 1.000
H -1.411 0.140 2.568
C 1.669 0.239 -1.603
H -0.874 -1.736 1.920
C -1.178 -1.272 1.029
N 1.838 -0.873 -1.351
H -1.589 -1.883 0.240
F -0.635 0.581 -0.651
H 1.929 -1.401 -0.528
H 0.493 1.762 -1.674
*
```

Summary:
Largest force on an atom in eV Å⁻¹: 3.39
Energy above the lowest of the compared OMol25 structures with the same formula, charge and spin in kcal per mole: 55.87

no.,DFT total energy (Ha)
1,-3018.054058
2,-1947.183942
3,-1947.410205
4,-1092.464142
5,-256.308571
6,-256.417015
7,-3041.465358
8,-411.013465
9,-410.963565
10,-465.503662